[1]
# C2H12N3O2

3 unconnected molecules or ions with the total composition C2H12N3O2 (the ωB97M-V functional and the def2-TZVPD basis, OMol25).

Highest occupied orbital energy ... -13.9 eV
ΔE to the lowest compared entry with this formula, charge and spin ... 30.7 kcal per mole
Kohn-Sham gap ... 0.407 Eh
Total charge ... +1
Calculated total energy ... -397.9152 a.u.
Lowest unoccupied orbital energy ... -2.848 eV

Cartesian coordinates (Å):
C (0.110, -2.368, -0.533)
N (0.209, -1.054, -0.069)
C (0.732, -0.088, -0.916)
N (0.270, 1.241, -0.879)
N (1.794, -0.395, -1.770)
H (0.078, -2.409, -1.607)
H (-0.828, -2.738, -0.118)
H (0.802, -3.122, -0.029)
H (-0.363, -0.812, 0.783)
H (-0.259, 1.485, -0.054)
H (0.872, 1.961, -1.316)
H (1.864, 0.189, -2.600)
H (1.745, -1.223, -2.299)
H (-1.891, 0.288, 2.453)
H (-1.508, -1.248, 2.796)
O (-1.414, -0.591, 2.115)
H (-1.092, 4.048, 0.748)
H (-0.326, 3.605, 2.080)
O (-0.797, 3.231, 1.214)

Atomic forces in eV per Å
C -0.05 -3.18 1.56
N 1.23 4.36 -1.32
C -0.72 0.64 1.38
N 1.92 -2.80 -0.26
N -1.64 1.44 -0.23
H 0.11 -0.42 -0.30
H -0.38 -0.05 -0.58
H -0.07 1.16 -1.10
H 0.48 0.30 -1.07
H -0.07 0.53 0.01
H -0.68 -0.72 0.70
H 0.04 1.27 0.65
H -0.10 -2.38 0.51
H 1.56 -3.05 -1.02
H -0.19 -0.28 0.62
O -1.45 3.35 0.51
H 0.25 -0.84 0.55
H -1.54 -1.20 -2.85
O 1.29 1.90 2.26

Charges obtained by Mulliken population analysis, quoted in units of e: atom 1 (C): -1.054, atom 2 (N): 0.044, atom 3 (C): 0.513, atom 4 (N): -0.330, atom 5 (N): -0.478, atom 6 (H): 0.444, atom 7 (H): 0.324, atom 8 (H): 0.276, atom 9 (H): 0.261, atom 10 (H): 0.223, atom 11 (H): 0.259, atom 12 (H): 0.279, atom 13 (H): 0.305, atom 14 (H): 0.320, atom 15 (H): 0.304, atom 16 (O): -0.679, atom 17 (H): 0.334, atom 18 (H): 0.349, atom 19 (O): -0.691


[2]
# C29H36BF5N3O20P

6 unconnected molecules or ions with the total composition C29H36BF5N3O20P (the ωB97M-V functional and the def2-TZVPD basis, OMol25).

Highest occupied orbital energy ... -8.7 eV
Kohn-Sham gap ... 0.267 Eh
Calculated total energy ... -3660.9092 a.u.
Lowest unoccupied orbital energy ... -1.411 eV
SMILES ... CCCCNc1cc2c(cc1P(=N)(O)O)C(=O)N(B(O)CC)C2=O.O=C1OC[C@@H](F)O1.O=C1OC[C@@H](F)O1.O=C1OC[C@@H](F)O1.O=C1OC[C@@H](F)O1.O=C1OC[C@@H](F)O1

Cartesian coordinates (Å):
C (0.782, -2.184, 0.045)
C (1.146, -1.661, -1.467)
C (0.964, -0.049, -1.707)
C (1.601, 0.905, -0.536)
N (0.904, 2.240, -0.401)
C (-0.527, 2.116, 0.072)
C (-1.082, 0.862, 1.011)
C (-2.668, 0.909, 1.421)
C (-3.675, 2.130, 0.993)
C (-3.169, 3.385, 0.069)
C (-1.566, 3.337, -0.404)
P (-0.830, 4.729, -1.551)
N (-2.128, 5.583, -2.104)
O (-0.099, 4.037, -3.011)
O (0.339, 5.737, -0.734)
C (-5.118, 1.749, 1.668)
O (-6.133, 2.488, 2.123)
N (-5.004, 0.211, 1.714)
B (-5.265, -0.121, 0.253)
O (-4.654, -1.292, -0.465)
C (-6.323, 0.793, -0.670)
C (-6.857, 0.017, -2.011)
C (-3.629, -0.109, 2.274)
O (-3.223, -0.941, 3.236)
H (0.940, -3.355, 0.055)
H (1.442, -1.719, 0.899)
H (-0.362, -1.970, 0.302)
H (0.383, -2.212, -2.199)
H (2.221, -1.995, -1.825)
H (1.559, 0.207, -2.710)
H (-0.167, 0.198, -1.948)
H (2.728, 1.144, -0.850)
H (1.646, 0.425, 0.530)
H (1.402, 2.771, 0.360)
H (-0.403, -0.022, 1.365)
H (-3.916, 4.235, -0.229)
H (-2.003, 6.579, -1.820)
H (0.732, 3.527, -2.762)
H (0.856, 6.174, -1.500)
H (-4.029, -0.915, -1.155)
H (-5.824, 1.811, -1.039)
H (-7.262, 1.082, 0.007)
H (-7.326, -1.040, -1.822)
H (-7.652, 0.735, -2.537)
H (-5.941, -0.024, -2.774)
O (-0.502, -4.107, -2.027)
C (-1.504, -4.445, -1.420)
O (-2.461, -5.283, -1.925)
C (-3.375, -5.525, -0.874)
C (-3.177, -4.338, 0.006)
F (-3.387, -4.658, 1.302)
O (-1.812, -4.029, -0.160)
H (-3.117, -6.467, -0.378)
H (-4.398, -5.596, -1.253)
H (-3.787, -3.470, -0.267)
O (-9.369, 1.237, -1.581)
C (-10.011, 1.484, -0.574)
O (-10.318, 0.559, 0.386)
C (-10.948, 1.267, 1.435)
C (-11.468, 2.479, 0.741)
F (-11.476, 3.545, 1.573)
O (-10.517, 2.713, -0.272)
H (-10.208, 1.505, 2.207)
H (-11.746, 0.671, 1.887)
H (-12.459, 2.348, 0.293)
O (3.566, -0.195, 0.897)
C (3.935, 0.603, 1.742)
O (3.412, 1.859, 1.892)
C (4.011, 2.405, 3.049)
C (5.275, 1.622, 3.160)
F (5.636, 1.471, 4.454)
O (4.924, 0.357, 2.646)
H (3.346, 2.259, 3.906)
H (4.195, 3.476, 2.927)
H (6.110, 2.034, 2.584)
O (8.036, 1.751, 1.702)
C (8.281, 0.593, 1.997)
O (7.715, -0.067, 3.052)
C (8.156, -1.407, 2.969)
C (9.415, -1.284, 2.180)
F (9.621, -2.387, 1.426)
O (9.159, -0.199, 1.319)
H (7.395, -2.009, 2.462)
H (8.329, -1.825, 3.965)
H (10.304, -1.074, 2.784)
O (7.241, -2.600, -4.637)
C (8.124, -2.725, -3.806)
O (8.203, -1.992, -2.653)
C (9.281, -2.527, -1.912)
C (10.109, -3.177, -2.968)
F (10.747, -4.264, -2.480)
O (9.157, -3.607, -3.914)
H (8.896, -3.242, -1.177)
H (9.824, -1.739, -1.384)
H (10.829, -2.506, -3.449)

Atomic forces in eV per Å
C -0.15 -0.36 -0.16
C -0.62 -0.08 -0.41
C 0.42 0.12 -0.74
C 0.70 -0.50 -0.15
N -2.10 -0.41 1.35
C -3.35 0.04 0.99
C -3.06 3.11 -0.92
C 0.99 2.70 -1.64
C 3.30 0.33 -0.76
C 2.61 -3.39 1.59
C -0.49 -3.07 2.28
P -2.49 1.76 -2.30
N 3.04 -1.00 1.85
O 0.43 0.42 3.92
O -0.49 -1.63 -2.91
C -2.44 3.24 1.59
O 6.78 -5.03 -3.22
N 0.40 0.60 -0.20
B -0.21 -1.19 -1.64
O 0.48 2.92 1.22
C -0.73 0.18 0.13
C 0.48 1.29 -0.98
C 3.23 -2.23 2.58
O -3.27 5.29 -6.46
H -0.40 2.47 0.09
H -1.14 -0.85 -1.81
H 2.50 -0.50 -0.66
H 1.88 1.39 1.67
H -2.08 0.70 1.06
H -1.37 -0.48 2.11
H 2.24 -0.40 0.83
H -2.62 -0.47 0.81
H -0.33 0.62 -2.52
H -0.61 -0.54 -1.07
H -1.52 1.95 -0.87
H 1.88 -1.76 0.47
H -0.13 -0.96 -0.38
H -1.37 0.55 -0.22
H -1.11 -0.92 1.67
H -1.29 -0.66 1.01
H -1.05 -2.07 0.94
H 2.07 -0.45 -1.44
H 1.04 2.13 -0.31
H 1.94 -1.96 1.25
H -1.93 -0.36 1.65
O -2.49 -1.18 1.33
C 2.41 0.53 -1.60
O 0.86 0.76 0.16
C -0.90 -0.88 -0.25
C -0.42 0.22 0.81
F -0.09 0.09 0.24
O -0.05 -0.19 -1.03
H 0.00 0.21 0.16
H 0.25 0.05 -0.11
H 0.04 -0.03 0.24
O -2.04 0.72 2.62
C 1.74 -0.78 -2.44
O 0.27 0.56 -0.97
C -0.24 -0.72 1.07
C -0.14 0.82 0.30
F -0.21 0.21 0.03
O -0.06 -0.94 -0.17
H -0.13 0.23 -0.12
H 0.18 -0.05 -0.21
H 0.05 0.19 0.09
O 1.57 1.52 2.48
C -0.92 -2.12 -1.99
O 0.24 -0.97 -0.45
C -0.47 1.17 0.52
C 0.70 0.15 0.62
F 0.15 0.00 0.23
O -0.67 0.35 -0.86
H 0.22 -0.11 0.01
H -0.10 -0.21 -0.16
H -0.08 -0.12 0.25
O 0.54 -2.61 0.59
C -0.84 2.54 -0.52
O 0.67 0.87 -0.87
C -0.58 -0.85 0.89
C 0.39 -0.52 -0.36
F 0.26 -0.17 -0.13
O -0.35 0.53 0.71
H 0.23 0.02 -0.12
H -0.10 0.26 -0.10
H 0.01 -0.13 -0.18
O 2.18 -0.33 2.12
C -2.74 0.46 -2.12
O -0.11 -0.39 -0.95
C 0.11 0.56 1.14
C 0.47 -0.65 -0.02
F 0.31 -0.14 -0.03
O -0.26 0.82 0.14
H 0.21 -0.10 -0.18
H -0.23 -0.01 -0.14
H 0.06 -0.20 0.04

Charges obtained by Mulliken population analysis, quoted in units of e: atom 1 (C): -0.414, atom 2 (C): -0.294, atom 3 (C): -0.519, atom 4 (C): -0.124, atom 5 (N): -0.115, atom 6 (C): -0.133, atom 7 (C): 0.087, atom 8 (C): -0.078, atom 9 (C): 0.076, atom 10 (C): -0.681, atom 11 (C): 0.187, atom 12 (P): 0.922, atom 13 (N): -0.782, atom 14 (O): -0.531, atom 15 (O): -0.542, atom 16 (C): 0.137, atom 17 (O): -0.568, atom 18 (N): -0.403, atom 19 (B): 0.460, atom 20 (O): -0.277, atom 21 (C): -0.074, atom 22 (C): -0.869, atom 23 (C): 0.309, atom 24 (O): -0.567, atom 25 (H): 0.281, atom 26 (H): 0.179, atom 27 (H): -0.099, atom 28 (H): 0.260, atom 29 (H): 0.233, atom 30 (H): 0.284, atom 31 (H): 0.252, atom 32 (H): 0.320, atom 33 (H): -0.142, atom 34 (H): 0.334, atom 35 (H): 0.450, atom 36 (H): 0.427, atom 37 (H): 0.218, atom 38 (H): 0.326, atom 39 (H): 0.344, atom 40 (H): 0.260, atom 41 (H): 0.149, atom 42 (H): -0.030, atom 43 (H): 0.214, atom 44 (H): 0.346, atom 45 (H): 0.271, atom 46 (O): -0.554, atom 47 (C): 0.604, atom 48 (O): -0.337, atom 49 (C): -0.520, atom 50 (C): 0.666, atom 51 (F): -0.304, atom 52 (O): -0.239, atom 53 (H): 0.299, atom 54 (H): 0.297, atom 55 (H): 0.041, atom 56 (O): -0.528, atom 57 (C): 0.647, atom 58 (O): -0.293, atom 59 (C): -0.379, atom 60 (C): 0.278, atom 61 (F): -0.293, atom 62 (O): -0.283, atom 63 (H): 0.283, atom 64 (H): 0.259, atom 65 (H): 0.298, atom 66 (O): -0.554, atom 67 (C): 0.534, atom 68 (O): -0.159, atom 69 (C): -0.478, atom 70 (C): 0.358, atom 71 (F): -0.367, atom 72 (O): -0.288, atom 73 (H): 0.297, atom 74 (H): 0.302, atom 75 (H): 0.321, atom 76 (O): -0.591, atom 77 (C): 0.689, atom 78 (O): -0.212, atom 79 (C): -0.472, atom 80 (C): 0.318, atom 81 (F): -0.272, atom 82 (O): -0.279, atom 83 (H): 0.288, atom 84 (H): 0.286, atom 85 (H): 0.265, atom 86 (O): -0.537, atom 87 (C): 0.610, atom 88 (O): -0.279, atom 89 (C): -0.248, atom 90 (C): 0.347, atom 91 (F): -0.283, atom 92 (O): -0.291, atom 93 (H): 0.199, atom 94 (H): 0.177, atom 95 (H): 0.293


[3]
# CHClFO3

2 unconnected molecules or ions with the total composition CHClFO3 (the ωB97M-V functional and the def2-TZVPD basis, OMol25).

Highest occupied orbital energy (alpha / beta) ... -15.2 / -16.4 eV
ΔE to the lowest compared entry with this formula, charge and spin ... 77.9 kcal per mole
Multiplicity ... 3
Kohn-Sham gap (alpha / beta) ... 0.284 / 0.302 Eh
Total charge ... +1
Expectation value of S² ... 2.01
Calculated total energy ... -823.7949 a.u.
Lowest unoccupied orbital energy (alpha / beta) ... -7.453 / -8.163 eV

Cartesian coordinates (Å):
C (-1.295, 0.226, -0.258)
O (2.361, 0.656, -0.074)
O (0.901, -0.767, 0.571)
O (2.073, -0.479, 0.295)
F (-1.056, 0.249, -1.482)
Cl (-2.097, -0.972, 0.488)
H (-0.887, 1.087, 0.461)

Atomic forces in eV per Å
C 1.36 1.40 2.89
O 1.22 3.91 -1.31
O -3.91 -0.94 0.80
O 2.58 -2.86 0.40
F -0.27 -0.07 -0.02
Cl -0.04 0.15 -0.69
H -0.95 -1.58 -2.06

Charges obtained by Mulliken population analysis, quoted in units of e: atom 1 (C): 0.438, atom 2 (O): -0.028, atom 3 (O): -0.340, atom 4 (O): 0.408, atom 5 (F): 0.008, atom 6 (Cl): 0.187, atom 7 (H): 0.328


[4]
# C2H4O4

2 unconnected molecules or ions with the total composition C2H4O4 (the ωB97M-V functional and the def2-TZVPD basis, OMol25).

Highest occupied orbital energy ... -10.4 eV
ΔE to the lowest compared entry with this formula, charge and spin ... 81.3 kcal per mole
Kohn-Sham gap ... 0.333 Eh
Calculated total energy ... -379.4689 a.u.
Lowest unoccupied orbital energy ... -1.376 eV
SMILES ... O=CO.O=CO

Cartesian coordinates (Å):
O (-2.127, 0.886, -0.767)
C (-1.911, 0.105, 0.104)
O (-0.830, 0.150, 0.927)
H (-2.524, -0.751, 0.443)
H (-0.007, -0.081, 0.423)
O (2.013, -0.550, 1.010)
C (2.021, -0.219, -0.101)
O (0.695, -0.295, -1.081)
H (2.256, 0.856, -0.239)
H (1.113, -1.043, -1.543)

Atomic forces in eV per Å
O -0.26 -0.29 -0.17
C 0.49 -0.10 0.74
O 0.60 -0.32 0.13
H -0.48 0.37 -0.47
H -1.48 0.43 0.31
O 0.38 -2.72 0.65
C -3.85 5.03 -0.28
O 4.11 -1.70 1.31
H 1.58 -0.51 -1.40
H -1.10 -0.18 -0.80

Charges obtained by Mulliken population analysis, quoted in units of e: atom 1 (O): -0.450, atom 2 (C): 0.186, atom 3 (O): -0.487, atom 4 (H): 0.341, atom 5 (H): 0.432, atom 6 (O): -0.231, atom 7 (C): 0.143, atom 8 (O): -0.527, atom 9 (H): 0.304, atom 10 (H): 0.291


[5]
# CH5N3O

A single CH5N3O molecule (the ωB97M-V functional and the def2-TZVPD basis, OMol25).

Highest occupied orbital energy (alpha / beta) ... -9.4 / -9.4 eV
ΔE to the lowest compared entry with this formula, charge and spin ... 91.7 kcal per mole
Kohn-Sham gap (alpha / beta) ... 0.343 / 0.342 Eh
Calculated total energy ... -280.4584 a.u.
Lowest unoccupied orbital energy (alpha / beta) ... -0.079 / -0.091 eV
SMILES ... [H]/N=[N+](\[O-])CN

Cartesian coordinates (Å):
H (-1.650, -2.033, 0.201)
N (-0.784, -1.500, 0.065)
N (-0.998, -0.013, -0.123)
O (-2.084, 0.488, -0.131)
C (0.253, 0.727, -0.245)
N (1.458, 0.196, 0.205)
H (0.181, 1.598, 0.313)
H (0.397, 0.925, -1.360)
H (1.653, -0.678, -0.175)
H (1.572, 0.289, 1.249)

Atomic forces in eV per Å
H -0.63 1.30 -0.24
N 1.13 5.79 -0.85
N -0.73 -9.29 1.83
O -0.27 1.28 -0.29
C 1.65 0.30 -2.72
N 0.38 1.05 2.49
H -1.14 2.05 0.50
H -0.77 0.05 1.32
H 0.52 -1.79 -0.18
H -0.14 -0.74 -1.85

Charges obtained by Mulliken population analysis, quoted in units of e: atom 1 (H): 0.201, atom 2 (N): -0.589, atom 3 (N): 0.705, atom 4 (O): -0.525, atom 5 (C): -0.506, atom 6 (N): -0.489, atom 7 (H): 0.414, atom 8 (H): 0.291, atom 9 (H): 0.262, atom 10 (H): 0.235


[6]
# C5H5NOS

A single C5H5NOS molecule (the ωB97M-V functional and the def2-TZVPD basis, OMol25).

Highest occupied orbital energy ... -9.0 eV
ΔE to the lowest compared entry with this formula, charge and spin ... 34.6 kcal per mole
Kohn-Sham gap ... 0.311 Eh
Calculated total energy ... -721.6645 a.u.
Lowest unoccupied orbital energy ... -0.549 eV
SMILES ... O=C1C=C/C(=N\S)C1

Cartesian coordinates (Å):
O (1.161, -2.371, -1.444)
C (0.579, -1.481, -0.875)
C (-0.843, -1.423, -0.547)
C (-1.118, -0.259, 0.061)
C (0.081, 0.565, 0.214)
N (0.243, 1.689, 0.768)
S (-1.143, 2.468, 1.356)
C (1.250, -0.261, -0.365)
H (-1.524, -2.247, -0.768)
H (-2.109, -0.066, 0.490)
H (-0.430, 3.558, 1.897)
H (1.801, 0.298, -1.134)
H (2.052, -0.470, 0.348)

Atomic forces in eV per Å
O -0.19 -0.43 -0.18
C 1.00 -0.67 -0.54
C -0.63 0.04 0.06
C -1.08 -0.82 0.28
C 1.13 -0.77 -0.09
N -0.13 0.30 0.02
S 0.85 1.43 0.74
C 0.07 1.85 0.40
H 0.19 0.36 0.12
H 0.52 0.36 -0.30
H -0.87 -1.23 -0.62
H -0.44 -0.18 -0.19
H -0.41 -0.23 0.30

Charges obtained by Mulliken population analysis, quoted in units of e: atom 1 (O): -0.556, atom 2 (C): 0.417, atom 3 (C): -0.691, atom 4 (C): -0.136, atom 5 (C): 0.579, atom 6 (N): -0.512, atom 7 (S): -0.200, atom 8 (C): -0.333, atom 9 (H): 0.416, atom 10 (H): 0.319, atom 11 (H): 0.183, atom 12 (H): 0.256, atom 13 (H): 0.258